{"formula": "C4H9NOS", "method": "ωB97M-V with the def2-TZVPD basis set", "species": ["C", "S", "N", "O", "C", "C", "C", "H", "H", "H", "H", "H", "H", "H", "H", "H"], "coordinates": [[-1.700, -0.074, -1.023], [-0.388, -0.781, 0.014], [0.230, -1.934, -1.085], [-0.901, -1.505, 1.198], [0.822, 0.377, 0.054], [1.399, 0.622, 1.488], [0.485, 1.558, 0.783], [-2.293, -0.898, -1.560], [-2.539, 0.433, -0.472], [-1.185, 0.663, -1.626], [0.825, -2.481, -0.485], [0.925, -1.519, -1.691], [1.046, 0.109, 2.346], [2.432, 0.983, 1.632], [0.661, 2.419, 0.200], [-0.564, 1.613, 1.282]], "forces_ev_per_a": [[-1.9, -0.9, 0.3], [0.0, -0.6, -0.1], [-0.5, -0.2, 0.8], [0.4, 0.7, -1.6], [0.6, -2.4, 0.1], [1.4, 1.4, -1.4], [-4.1, 1.2, 2.2], [1.6, 1.1, 0.4], [1.3, -0.3, 0.2], [-0.1, -0.2, -0.5], [0.0, -0.9, 0.5], [-0.2, 0.8, -0.2], [-0.7, -0.4, 0.5], [-0.4, -0.6, -0.6], [0.9, 1.4, 0.3], [1.6, 0.1, -0.8]], "e_above_lowest_ev": 5.485, "total_energy_ha": -685.8174, "gap_ev": 8.808, "lumo_energy_ev": 0.77, "total_charge": 0, "smiles": "C[S@](N)(=O)=C1CC1"}


{"formula": "C4H9NOS", "method": "ωB97M-V with the def2-TZVPD basis set", "species": ["C", "C", "C", "C", "N", "O", "S", "H", "H", "H", "H", "H", "H", "H", "H", "H"], "coordinates": [[1.131, 0.538, -0.643], [-0.125, 2.494, 0.018], [-1.605, -0.843, -0.708], [1.520, -1.827, 0.954], [0.828, 1.675, -0.646], [-1.015, -0.448, 0.399], [2.103, -0.759, -0.461], [-0.671, 3.155, -0.616], [0.181, 3.095, 0.876], [-0.868, 1.745, 0.343], [-2.541, -0.167, -0.940], [-1.921, -1.911, -0.668], [-0.855, -0.796, -1.579], [1.196, -2.718, 0.534], [0.552, -1.337, 1.337], [2.090, -1.898, 1.801]], "forces_ev_per_a": [[-1.5, 1.7, 1.9], [-2.0, -0.2, 0.5], [-0.9, 0.3, -2.0], [-3.7, 3.1, -0.7], [0.6, -0.9, 0.0], [1.9, 1.2, 2.1], [1.5, -2.1, 0.0], [0.1, 0.5, -0.9], [0.9, -0.4, -0.2], [0.1, 0.0, 0.3], [1.2, -1.2, -0.3], [-0.3, 0.2, -0.2], [-1.1, 0.0, 0.0], [-0.2, -1.7, -0.8], [1.0, -0.4, -1.1], [2.5, 0.0, 1.4]], "e_above_lowest_ev": 6.021, "total_energy_ha": -685.7977, "gap_ev": 6.378, "lumo_energy_ev": -0.86, "total_charge": 0}


{"formula": "C4H9NOS", "method": "ωB97M-V with the def2-TZVPD basis set", "species": ["C", "C", "N", "C", "H", "H", "H", "H", "H", "C", "S", "O", "H", "H", "H", "H"], "coordinates": [[0.525, -0.397, -1.904], [1.087, 0.305, -0.949], [1.505, 0.594, 0.149], [2.777, 1.302, 0.420], [-0.257, -0.021, -2.560], [0.962, -1.294, -2.398], [2.469, 2.084, 1.062], [3.046, 1.675, -0.542], [3.464, 0.805, 0.978], [-2.624, -0.347, -0.041], [-2.129, 0.065, 1.691], [-1.041, 1.276, 1.335], [-3.518, -1.082, -0.102], [-1.726, -0.572, -0.526], [-3.241, 0.521, -0.335], [-0.209, 1.009, 0.983]], "forces_ev_per_a": [[-0.1, -0.1, -2.0], [-0.1, -1.7, 0.0], [0.9, -0.4, 0.8], [-3.6, 1.6, -1.8], [0.1, 0.5, 0.4], [0.0, 0.6, 1.2], [-0.1, 1.3, 0.5], [1.3, 0.5, -0.3], [1.9, -2.2, 1.0], [-3.8, 0.6, 1.9], [0.4, -0.4, -0.7], [-2.1, 1.0, 0.7], [2.1, 0.2, 0.5], [0.8, -0.4, -1.3], [1.2, 0.1, -0.6], [1.3, -1.2, -0.3]], "e_above_lowest_ev": 4.110, "total_energy_ha": -685.8679, "gap_ev": 8.896, "lumo_energy_ev": 0.71, "total_charge": 0, "smiles": "C=C=NC.CSO"}


{"formula": "C4H9NOS", "method": "ωB97M-V with the def2-TZVPD basis set", "species": ["C", "C", "N", "C", "C", "S", "O", "H", "H", "H", "H", "H", "H", "H", "H", "H"], "coordinates": [[-0.959, -1.107, -0.602], [-0.947, -0.152, 0.287], [-1.523, -0.287, 1.533], [-0.160, 1.185, -0.019], [1.240, 0.854, -0.614], [2.363, -0.028, 0.642], [3.236, -1.046, -0.278], [-0.546, -0.754, -1.574], [-1.446, -2.009, -0.349], [-1.236, 0.260, 2.332], [-2.095, -1.147, 1.645], [0.040, 1.877, 0.844], [-0.643, 1.702, -0.866], [1.235, 0.029, -1.347], [1.701, 1.673, -1.023], [2.980, -2.016, -0.269]], "forces_ev_per_a": [[0.5, 0.9, -2.1], [1.3, 2.5, 1.8], [-0.9, -0.7, -0.1], [0.8, -1.1, -0.3], [-0.4, -3.6, 1.6], [-1.1, 1.2, 0.3], [0.5, -1.8, -0.9], [-0.6, -1.4, 0.5], [-0.3, -1.1, -0.5], [-0.1, -0.3, -0.3], [0.9, 1.3, 0.4], [-0.8, -0.7, -0.6], [-0.2, 0.2, 0.7], [-0.4, 0.7, 0.0], [1.2, 2.1, -0.8], [-0.2, 1.9, 0.3]], "e_above_lowest_ev": 2.695, "total_energy_ha": -685.9199, "gap_ev": 8.827, "lumo_energy_ev": 0.70, "total_charge": 0, "smiles": "C=C(N)CCSO"}


{"formula": "C4H9NOS", "method": "ωB97M-V with the def2-TZVPD basis set", "species": ["C", "C", "O", "N", "C", "C", "S", "H", "H", "H", "H", "H", "H", "H", "H", "H"], "coordinates": [[-0.558, -1.751, 2.732], [-0.540, -0.736, 1.601], [-0.712, 0.446, 1.791], [-0.434, -1.292, 0.329], [-0.461, -0.396, -0.817], [0.931, 0.075, -1.262], [0.869, 1.692, -2.086], [0.046, -2.626, 2.468], [-1.590, -2.076, 2.824], [-0.186, -1.263, 3.627], [0.238, -2.044, 0.298], [-1.018, 0.486, -0.500], [-0.982, -0.897, -1.633], [1.599, 0.125, -0.407], [1.380, -0.602, -1.983], [0.786, 2.379, -0.938]], "forces_ev_per_a": [[0.5, 0.2, -0.8], [-0.1, -0.4, -0.1], [-0.1, 0.2, 0.0], [0.3, 0.3, 0.5], [0.2, 0.1, 0.2], [-0.2, 0.0, -0.1], [0.2, 0.0, 0.1], [-0.1, 0.1, 0.2], [-0.1, 0.0, 0.3], [-0.2, -0.2, 0.1], [-0.3, -0.3, -0.2], [-0.1, -0.2, -0.1], [0.0, 0.2, -0.1], [0.1, 0.1, 0.1], [0.0, -0.2, -0.1], [-0.1, 0.1, -0.1]], "e_above_lowest_ev": 0.415, "total_energy_ha": -686.0037, "gap_ev": 9.856, "lumo_energy_ev": 0.76, "total_charge": 0, "smiles": "CC(=O)NCCS"}


{"formula": "C4H9NOS", "method": "ωB97M-V with the def2-TZVPD basis set", "species": ["O", "C", "N", "C", "C", "C", "S", "H", "H", "H", "H", "H", "H", "H", "H", "H"], "coordinates": [[-1.311, 1.989, 1.779], [-1.042, 1.887, 0.577], [0.085, 1.367, -0.094], [-0.217, 0.346, -1.126], [0.414, -1.041, -0.877], [0.289, -1.583, 0.705], [1.596, -0.948, 1.763], [-1.804, 2.138, -0.182], [1.061, 1.668, -0.155], [0.153, 0.596, -2.260], [-1.260, 0.387, -1.368], [1.408, -1.156, -1.300], [-0.078, -1.875, -1.414], [0.467, -2.676, 0.731], [-0.779, -1.243, 0.853], [1.018, 0.143, 2.366]], "forces_ev_per_a": [[1.6, 0.0, -2.6], [-0.6, -0.1, 1.4], [0.2, -0.9, -1.0], [1.8, 0.7, -2.9], [-0.8, -1.9, 1.9], [-0.5, 1.4, -3.0], [-0.2, 0.7, 0.9], [-0.3, -0.2, 0.3], [-0.8, 0.1, 1.2], [-0.3, 0.1, 2.6], [-0.9, -0.6, 0.7], [0.5, 0.6, 0.5], [-0.5, 0.8, -0.1], [-0.7, 0.6, -0.1], [1.3, -0.8, 1.0], [0.1, -0.7, -0.6]], "e_above_lowest_ev": 2.588, "total_energy_ha": -685.9239, "gap_ev": 9.534, "lumo_energy_ev": 0.86, "total_charge": 0, "smiles": "O=CNCCCS"}


{"formula": "C4H9NOS", "method": "ωB97M-V with the def2-TZVPD basis set", "species": ["C", "C", "C", "C", "N", "O", "S", "H", "H", "H", "H", "H", "H", "H", "H", "H"], "coordinates": [[-0.398, 0.809, 1.015], [0.727, -0.715, -0.705], [0.189, 0.889, -0.334], [-0.849, 1.288, -1.404], [1.095, -1.345, 1.457], [1.592, -0.987, 0.263], [-0.137, -2.403, 1.670], [0.088, 1.182, 1.951], [-1.374, 0.373, 1.236], [-0.197, -1.279, -0.762], [1.166, -0.845, -1.714], [1.122, 1.562, -0.505], [-1.880, 0.846, -1.302], [-0.530, 1.294, -2.526], [-0.936, 2.315, -1.245], [0.322, -2.984, 2.906]], "forces_ev_per_a": [[0.1, 1.3, 1.5], [-2.9, 3.8, -2.3], [1.3, -2.2, -2.6], [-0.1, -0.6, -1.6], [1.9, 0.0, 2.3], [1.8, -2.0, 1.4], [-0.4, -1.3, 0.6], [-0.1, -0.4, -1.2], [0.2, 0.0, -0.6], [-0.2, -0.6, 0.5], [0.2, 0.5, 0.7], [-1.6, -1.2, 0.9], [1.2, 0.1, 0.0], [-0.2, -0.7, 2.0], [-0.8, 1.9, 0.3], [-0.4, 1.1, -1.7]], "e_above_lowest_ev": 3.144, "total_energy_ha": -685.7405, "gap_ev": [7.729, 8.733], "lumo_energy_ev": [0.63, -0.75], "total_charge": 0, "spin_multiplicity": 3}


{"formula": "C4H9NS", "method": "ωB97M-V with the def2-TZVPD basis set", "species": ["C", "C", "C", "C", "N", "S", "H", "H", "H", "H", "H", "H", "H", "H", "H"], "coordinates": [[0.641, -0.881, 0.066], [1.170, -0.028, -1.146], [-0.745, -0.661, 0.331], [-1.479, -0.040, 1.490], [0.962, 1.410, -1.023], [-0.631, 1.938, -1.350], [0.856, -1.969, -0.105], [1.395, -0.674, 0.891], [2.250, -0.179, -1.191], [0.518, -0.445, -2.032], [-1.302, -0.814, -0.648], [-0.816, 0.469, 2.103], [-1.863, -0.886, 1.983], [-2.271, 0.714, 1.009], [1.315, 2.047, -0.378]], "forces_ev_per_a": [[3.1, -0.1, 1.5], [-0.8, -0.5, -0.5], [-1.9, 0.6, -2.0], [-1.2, 0.9, -3.9], [-3.5, -1.0, -2.3], [1.2, -0.5, 0.2], [-0.2, 0.8, -0.5], [-1.2, 0.1, -0.3], [-0.1, -0.4, -0.6], [1.8, 1.3, 1.2], [0.1, 0.0, 1.6], [1.2, 1.1, 1.3], [-1.3, -0.6, 1.2], [1.4, -1.8, 1.6], [1.6, 0.3, 1.5]], "e_above_lowest_ev": 3.876, "total_energy_ha": -610.6113, "gap_ev": [8.800, 6.686], "lumo_energy_ev": [0.58, -0.76], "total_charge": 0}


{"formula": "C4H9NS", "method": "ωB97M-V with the def2-TZVPD basis set", "species": ["C", "C", "C", "C", "N", "S", "H", "H", "H", "H", "H", "H", "H", "H", "H"], "coordinates": [[-1.285, -0.653, -0.704], [-3.475, -0.229, -0.316], [2.463, 0.544, -0.206], [1.305, -0.512, -0.111], [-0.431, 0.555, 1.375], [-0.216, 0.564, -0.169], [-1.105, -1.339, -1.529], [-3.562, 0.499, 0.511], [-3.805, -1.212, -0.198], [3.312, 0.214, 0.321], [2.731, 0.940, -1.114], [2.214, 1.296, 0.566], [1.303, -0.894, 0.910], [1.381, -1.296, -0.917], [-0.831, 1.522, 1.582]], "forces_ev_per_a": [[-4.5, 0.3, -0.3], [4.9, 0.8, 0.2], [-1.8, -0.9, 3.5], [1.3, 1.1, -1.8], [-1.2, 3.1, 1.8], [0.7, -1.8, -0.2], [-0.1, 0.1, 0.0], [0.1, -0.3, -0.8], [-0.8, -1.4, -0.1], [1.5, -1.2, 0.1], [0.2, 0.9, -2.2], [-0.4, 0.4, -0.8], [-0.4, -0.2, -0.3], [-0.3, 0.8, 0.9], [0.7, -1.5, 0.0]], "e_above_lowest_ev": 9.375, "total_energy_ha": -610.4092, "gap_ev": [8.024, 7.757], "lumo_energy_ev": [-0.50, -0.62], "total_charge": 0}


{"formula": "C4H9NS", "method": "ωB97M-V with the def2-TZVPD basis set", "species": ["S", "C", "C", "N", "C", "C", "H", "H", "H", "H", "H", "H", "H", "H", "H"], "coordinates": [[0.196, -2.452, -1.907], [-0.300, -1.457, -0.510], [-0.416, 0.026, -0.797], [-0.773, 0.737, 0.398], [0.074, 0.504, 1.558], [0.116, 1.845, 0.779], [1.244, -1.704, -2.306], [-1.165, -1.884, -0.062], [0.468, -1.573, 0.282], [-1.157, 0.256, -1.579], [0.533, 0.376, -1.230], [-0.439, 0.619, 2.505], [1.024, -0.053, 1.619], [0.963, 2.031, 0.037], [-0.368, 2.731, 1.214]], "forces_ev_per_a": [[0.0, -0.3, -0.6], [1.6, 0.4, 0.7], [-0.2, -0.1, -1.0], [0.3, 0.3, 0.8], [0.8, 2.4, 0.1], [0.4, -0.8, -0.5], [-0.2, -0.1, 0.2], [-1.0, -0.3, 0.0], [-0.3, 0.0, -0.5], [0.0, -0.3, 0.3], [0.2, -0.1, 0.2], [-0.1, -0.4, 0.0], [-0.7, 0.0, -0.5], [-1.1, -0.2, 1.3], [0.3, -0.5, -0.3]], "e_above_lowest_ev": 1.995, "total_energy_ha": -610.6804, "gap_ev": 9.998, "lumo_energy_ev": 0.95, "total_charge": 0, "smiles": "SCCN1CC1"}


What did the tenth record say?
{"formula": "C4H9NS", "method": "ωB97M-V with the def2-TZVPD basis set", "species": ["S", "C", "C", "N", "C", "C", "H", "H", "H", "H", "H", "H", "H", "H", "H"], "coordinates": [[0.196, -2.452, -1.907], [-0.300, -1.457, -0.510], [-0.416, 0.026, -0.797], [-0.773, 0.737, 0.398], [0.074, 0.504, 1.558], [0.116, 1.845, 0.779], [1.244, -1.704, -2.306], [-1.165, -1.884, -0.062], [0.468, -1.573, 0.282], [-1.157, 0.256, -1.579], [0.533, 0.376, -1.230], [-0.439, 0.619, 2.505], [1.024, -0.053, 1.619], [0.963, 2.031, 0.037], [-0.368, 2.731, 1.214]], "forces_ev_per_a": [[0.0, -0.3, -0.6], [1.6, 0.4, 0.7], [-0.2, -0.1, -1.0], [0.3, 0.3, 0.8], [0.8, 2.4, 0.1], [0.4, -0.8, -0.5], [-0.2, -0.1, 0.2], [-1.0, -0.3, 0.0], [-0.3, 0.0, -0.5], [0.0, -0.3, 0.3], [0.2, -0.1, 0.2], [-0.1, -0.4, 0.0], [-0.7, 0.0, -0.5], [-1.1, -0.2, 1.3], [0.3, -0.5, -0.3]], "e_above_lowest_ev": 1.995, "total_energy_ha": -610.6804, "gap_ev": 9.998, "lumo_energy_ev": 0.95, "total_charge": 0, "smiles": "SCCN1CC1"}


Copy entry 3 word for word.
{"formula": "C4H9NOS", "method": "ωB97M-V with the def2-TZVPD basis set", "species": ["C", "C", "N", "C", "H", "H", "H", "H", "H", "C", "S", "O", "H", "H", "H", "H"], "coordinates": [[0.525, -0.397, -1.904], [1.087, 0.305, -0.949], [1.505, 0.594, 0.149], [2.777, 1.302, 0.420], [-0.257, -0.021, -2.560], [0.962, -1.294, -2.398], [2.469, 2.084, 1.062], [3.046, 1.675, -0.542], [3.464, 0.805, 0.978], [-2.624, -0.347, -0.041], [-2.129, 0.065, 1.691], [-1.041, 1.276, 1.335], [-3.518, -1.082, -0.102], [-1.726, -0.572, -0.526], [-3.241, 0.521, -0.335], [-0.209, 1.009, 0.983]], "forces_ev_per_a": [[-0.1, -0.1, -2.0], [-0.1, -1.7, 0.0], [0.9, -0.4, 0.8], [-3.6, 1.6, -1.8], [0.1, 0.5, 0.4], [0.0, 0.6, 1.2], [-0.1, 1.3, 0.5], [1.3, 0.5, -0.3], [1.9, -2.2, 1.0], [-3.8, 0.6, 1.9], [0.4, -0.4, -0.7], [-2.1, 1.0, 0.7], [2.1, 0.2, 0.5], [0.8, -0.4, -1.3], [1.2, 0.1, -0.6], [1.3, -1.2, -0.3]], "e_above_lowest_ev": 4.110, "total_energy_ha": -685.8679, "gap_ev": 8.896, "lumo_energy_ev": 0.71, "total_charge": 0, "smiles": "C=C=NC.CSO"}